(1)
100
Properties=species:S:1:pos:R:3:mulliken_charge:R:1 method="wB97M-V/def2-TZVPD" energy_ha=-3616.22686 orbital_gap_ev=7.14 homo_ev=-7.817
I 0.198 -2.823 -4.645 -0.0151
P -3.968 1.722 -0.148 0.7859
P 6.513 -3.575 -3.640 0.8779
P -7.383 2.500 5.988 0.7445
P 0.023 -2.852 -0.134 -0.1811
O -1.227 -2.711 1.065 -0.4514
O 2.591 0.389 -0.063 -0.2714
O 1.115 -1.285 -2.139 0.3232
O -7.564 2.778 7.494 -0.8759
O -1.881 0.295 -1.071 -0.3224
O 5.805 -4.496 -2.627 -0.8701
O -5.261 1.602 0.656 -0.5961
O 3.887 -0.082 -1.905 -0.4974
O -3.074 3.100 0.383 -0.5574
O -4.324 1.983 -1.809 -0.5326
N -6.050 3.581 5.833 0.1854
N 7.383 -2.467 -4.745 0.0753
N -7.181 2.085 4.259 0.1034
N 7.416 -4.812 -4.395 0.2715
N 5.058 -3.172 -4.466 0.2311
N -8.876 3.174 5.507 0.2672
C -7.152 0.627 4.087 -1.0444
C 0.855 -1.068 -3.537 -1.0346
C 8.237 -1.551 -3.977 -1.0045
C 6.799 -1.740 -5.866 -0.9283
C -9.999 3.008 6.428 -0.9668
C 4.222 -2.253 -3.688 -1.3988
C -0.094 -1.378 -1.368 -0.1333
C 1.663 1.512 -0.132 -0.5517
C -6.161 4.984 6.203 -1.0687
C -0.528 0.004 -0.644 -0.0240
C 7.878 -5.904 -3.540 -0.9652
C 1.652 -2.712 0.814 -0.6829
C 3.752 0.615 -0.864 0.3167
C 4.655 2.558 0.776 -0.9151
C -2.850 0.171 -0.010 -0.2843
C 0.376 1.274 -1.056 -0.6708
C -9.062 4.392 4.747 -1.0450
C 4.903 1.670 -0.534 -0.2842
C 7.228 -5.310 -5.741 -1.0652
C -4.831 3.037 6.435 -1.2042
C -6.225 2.688 3.336 -0.9339
C 4.201 -4.197 -5.044 -1.0162
H 3.825 -4.904 -4.296 0.3077
H 2.520 -2.832 0.078 0.1319
H 1.815 -0.608 -3.975 0.4458
H 8.203 -5.526 -2.570 0.2982
H 5.859 1.058 -0.330 0.3272
H -2.739 2.900 1.293 0.3386
H 2.248 2.384 -0.615 0.4717
H -6.898 5.503 5.594 0.2762
H 6.256 -2.396 -6.547 0.2789
H 1.692 -3.496 1.659 0.4115
H 7.593 -1.285 -6.470 0.3854
H 1.382 1.771 0.956 0.2600
H 7.085 -6.644 -3.373 0.2828
H 8.812 -2.108 -3.229 0.3240
H -6.419 5.124 7.258 0.2920
H -0.297 2.205 -0.927 0.3215
H 6.128 -0.938 -5.540 0.2667
H -8.314 4.521 3.965 0.2173
H 1.705 -1.678 1.304 0.1384
H 8.154 -5.763 -6.113 0.3745
H -4.882 3.040 7.529 0.3204
H -2.426 0.207 1.046 0.2250
H -3.530 -0.747 -0.146 0.3417
H 6.446 -6.075 -5.786 0.3786
H -5.192 2.397 3.559 0.1812
H -0.958 -1.673 -2.077 0.2980
H -0.391 -0.153 0.476 0.5253
H -6.288 3.776 3.324 0.2784
H -9.971 3.754 7.232 0.2879
H -10.957 3.101 5.908 0.3384
H 7.637 -0.799 -3.452 0.2998
H -4.675 2.002 6.107 0.3346
H 3.436 -1.812 -4.307 0.1528
H -3.646 2.581 -2.202 0.3318
H -10.025 4.372 4.226 0.3813
H -0.872 -3.231 1.825 0.2871
H -3.949 3.604 6.120 0.3427
H 3.339 -3.743 -5.545 0.2661
H 8.738 -6.417 -3.981 0.3393
H 4.764 1.967 1.759 0.2473
H -9.985 2.016 6.881 0.2961
H -6.210 0.205 4.453 0.3466
H 5.453 3.390 0.784 0.3318
H 3.757 -2.753 -2.832 0.4554
H 5.159 2.310 -1.456 0.2955
H -5.219 5.508 6.011 0.3850
H 0.713 1.280 -2.143 0.1518
H 0.035 -0.262 -3.645 0.5103
H -7.283 0.343 3.039 0.3323
H -6.444 2.373 2.310 0.5308
H 8.959 -1.041 -4.620 0.3580
H -9.053 5.278 5.391 0.3704
H 4.823 -1.423 -3.307 0.4665
H -7.971 0.163 4.648 0.3420
H 4.710 -4.758 -5.825 0.2879
H 6.986 -4.522 -6.455 0.2260
H 3.650 3.093 0.805 0.2167

(2)
84
Properties=species:S:1:pos:R:3:mulliken_charge:R:1 method="wB97M-V/def2-TZVPD" energy_ha=-1084.72076 orbital_gap_ev=6.45 total_charge=-1 homo_ev=-4.031
Nb 3.424 -3.217 0.751 -0.7553
O 1.429 -0.555 0.908 -0.4461
N 3.676 -3.814 -1.206 -0.7116
C -0.010 1.587 -1.992 -1.0004
C 0.725 1.718 -3.322 -0.4301
C 0.503 4.278 -3.497 0.0489
C -1.831 -5.159 3.147 -0.6960
C -0.592 4.255 -4.560 -0.3280
C 3.331 0.094 -0.520 -0.8136
C 2.855 -3.568 -2.389 -0.6052
C 1.099 -5.290 -1.671 -1.1831
C -1.512 6.799 -0.236 -0.6334
C -0.389 -5.602 2.903 0.1595
C -1.848 4.714 1.243 -0.4740
C -2.156 5.421 -0.076 -0.2639
C -0.055 4.238 -5.988 -1.3414
C -1.871 7.806 0.856 -0.5461
C -2.225 -6.733 5.148 -0.3570
C 0.644 -4.805 3.688 -1.1937
C -3.361 8.129 0.921 -1.2049
C -3.081 -7.742 4.389 -1.1917
C -2.317 -5.313 4.590 -0.7261
C 1.375 -3.882 -2.199 -0.1991
C 1.431 3.062 -3.496 -0.8271
C -0.365 4.423 1.447 -1.0436
B 2.621 -1.015 0.357 0.7597
H 0.038 4.380 -2.512 -0.3868
H -3.712 8.533 -0.031 0.2882
H 1.650 -5.136 3.436 0.3198
H -0.285 -6.669 3.127 0.2342
H -0.807 2.328 -1.894 0.2837
H -1.183 -7.063 5.149 0.2502
H 3.315 -2.473 2.426 0.0203
H -3.571 8.869 1.695 0.3811
H 3.195 -4.211 -3.218 0.4051
H -1.819 4.787 -0.902 -0.0694
H 1.850 -5.593 -0.944 0.2845
H 0.678 1.714 -1.156 0.1543
H 1.692 -3.889 1.066 0.1286
H 0.229 5.339 1.483 0.2858
H 0.933 -3.811 -3.199 0.3532
H 3.717 0.846 0.184 0.3243
H -2.497 -5.712 2.477 0.2988
H -1.314 8.729 0.673 0.3740
H -3.955 7.243 1.148 0.2850
H 2.011 3.045 -4.423 0.3600
H 0.588 -3.746 3.435 0.1967
H 2.977 -2.541 -2.753 0.3196
H 5.148 -2.510 0.777 -0.0697
H 4.180 -4.624 1.736 -0.0651
H -0.868 4.248 -6.716 0.3964
H 4.180 -0.254 -1.106 0.2671
H 2.160 3.180 -2.689 0.3719
H 4.647 -3.698 -1.488 0.1377
H -2.540 -6.716 6.196 0.3777
H -4.133 -7.449 4.404 0.2890
H -0.425 6.690 -0.274 0.3055
H -0.199 3.887 2.381 0.4032
H -1.245 3.391 -4.404 0.2511
H 0.029 1.546 -4.150 0.3598
H 0.880 -3.123 -1.587 0.1036
H -3.241 5.507 -0.190 0.3949
H 0.509 -4.914 4.769 0.3688
H -0.166 -5.491 1.839 -0.0692
H 0.572 5.112 -6.177 0.3101
H -1.746 -4.642 5.237 0.3065
H 1.112 5.178 -3.633 0.4396
H -3.006 -8.737 4.833 0.3740
H 1.475 0.926 -3.389 0.3116
H -2.228 5.303 2.083 0.2739
H -2.399 3.770 1.262 0.3680
H 0.023 3.802 0.637 0.1314
H -0.466 0.601 -1.896 0.3651
H 0.785 -1.273 0.999 0.1876
H 0.140 -5.331 -1.153 0.2572
H -3.359 -4.978 4.649 0.3835
H 1.073 -6.014 -2.489 0.3764
H -1.927 -4.106 2.863 0.3471
H -2.771 -7.825 3.347 0.2827
H -1.807 7.210 -1.208 0.4636
H 0.545 3.348 -6.181 0.2831
H 2.596 0.610 -1.146 -0.0475
H -1.534 7.437 1.829 0.2606
H -1.222 5.139 -4.428 0.4152

(3)
97
Properties=species:S:1:pos:R:3:mulliken_charge:R:1 method="wB97M-V/def2-TZVPD" energy_ha=-1994.92183 orbital_gap_ev=7.48 total_charge=+1 homo_ev=-11.218
O -0.433 3.702 2.138 -0.4341
O 4.513 -3.993 3.216 -0.3904
O -4.732 -0.682 3.364 -0.4741
O 5.585 -4.018 6.591 -0.4894
O 1.563 -3.631 4.881 -0.4476
O -2.963 0.481 -3.231 -0.4106
O 3.446 4.142 -2.258 -0.5811
O 0.578 4.699 -6.090 -0.3686
O -0.133 6.502 -3.562 -0.3999
O -4.161 2.220 -4.342 -0.5117
O -3.607 -1.469 -6.231 -0.4931
O -1.887 -4.082 7.440 -0.4766
N 0.858 1.732 -2.600 0.1708
N -0.988 3.249 -1.860 0.0922
N 0.512 1.866 -0.310 0.7090
N 1.300 2.722 0.471 -0.9643
C -4.986 0.083 2.198 -0.4833
C 1.055 0.468 -0.547 0.0416
C -0.989 -3.176 1.896 -0.7877
C 0.322 5.456 -7.264 -0.6771
C -1.858 -2.180 2.885 -0.0025
C -0.294 -0.413 -0.510 -0.0561
C 4.887 -3.944 1.848 -0.6581
C -0.066 -2.003 -0.349 -0.7368
C -1.659 -2.556 4.466 -0.8372
C 5.680 -5.430 6.490 -0.5441
C -1.725 2.605 -4.296 -0.0901
C 0.281 -2.424 1.191 -0.2320
C 0.003 2.390 -1.606 -0.5167
C -1.404 3.751 -3.210 -0.2487
C -3.048 1.743 -3.968 0.1219
C 1.787 0.741 -1.972 -0.5728
C -1.826 -5.492 7.583 -0.5626
C 3.365 4.335 -3.661 -0.2042
C -4.800 -2.176 -5.923 -0.5105
C 1.972 -2.359 4.413 -0.3516
C 0.439 3.322 1.309 0.7946
C -0.855 7.589 -4.127 -0.7030
H -2.694 -2.654 4.952 0.3348
H -5.516 -0.539 1.475 0.2328
H 0.589 -1.491 1.818 0.3129
H -1.733 -3.629 1.146 0.3937
H 1.922 0.223 0.163 0.4702
H 5.304 -3.785 3.734 0.2455
H 2.053 -0.170 -2.633 0.3556
H -1.007 -0.205 -1.400 -0.1617
H 5.916 -3.773 7.466 0.2793
H 1.984 -2.359 3.321 -0.0462
H 1.059 5.274 -5.478 0.2039
H -2.983 -2.310 2.638 0.1851
H -2.585 -0.227 -3.809 0.3408
H -0.883 -0.064 0.436 0.1257
H 0.442 6.868 -2.875 0.2431
H 0.683 -2.408 -1.120 0.3166
H -0.284 6.330 -7.013 0.2505
H -5.629 -1.771 -6.508 0.2630
H 5.669 -4.681 1.654 0.3126
H -1.040 -5.756 8.294 0.2622
H -0.221 4.832 -7.975 0.2491
H -1.947 3.161 -5.296 0.3727
H 3.385 3.366 -4.167 0.2584
H -1.591 -1.067 2.674 0.1277
H -1.026 -3.792 7.107 0.2831
H -0.156 8.307 -4.563 0.3015
H 1.268 5.773 -7.710 0.2902
H -1.093 -2.506 -0.576 0.3165
H 1.265 -1.606 4.766 0.2485
H 1.198 -3.127 1.154 0.0059
H 2.968 -2.130 4.799 0.3559
H -4.039 0.416 1.762 0.1129
H 5.069 -5.895 7.267 0.2634
H -1.502 3.613 -1.026 0.3364
H -0.662 4.540 -3.636 -0.2682
H 2.752 1.347 -1.764 0.2936
H -1.454 8.074 -3.353 0.3032
H -4.263 -0.108 3.985 0.2867
H 1.199 2.290 -3.398 0.2302
H 2.678 3.614 -1.999 0.2653
H -3.758 -0.542 -5.999 0.2713
H 4.014 -4.174 1.235 0.2056
H -5.604 0.948 2.452 0.3272
H 2.441 4.867 -3.905 -0.0878
H -2.404 4.327 -3.043 0.5120
H -1.086 -1.727 5.035 0.1610
H -1.514 7.207 -4.908 0.2503
H -5.016 -2.084 -4.855 0.2380
H 5.314 -5.740 5.509 0.1977
H -0.572 -4.059 2.523 0.3324
H -1.138 -3.576 4.570 0.0806
H 2.207 -4.276 4.553 0.2575
H 4.220 4.929 -3.985 0.3408
H -0.857 1.889 -4.524 0.3293
H 5.248 -2.942 1.601 0.2842
H -4.661 -3.228 -6.174 0.2335
H -2.786 -5.851 7.957 0.2421
H 6.723 -5.737 6.600 0.3075
H -1.622 -5.952 6.612 0.2498